# 1
This record from the OMol25 dataset describes C32H21BiCl4N6O12S as an isolated structure. The level of theory is ωB97M-V/def2-TZVPD.

Frontier orbital gap = 0.255 Ha
Electronic energy = -133798.2539 eV
HOMO level = -3.87 eV

```
! wB97M-V def2-TZVPD RIJCOSX def2/J DEFGRID3
* xyz -2 1
Bi -0.035 0.529 0.250
O 5.064 1.224 3.786
C 4.143 0.940 2.819
C 3.935 1.798 1.744
C 2.952 1.463 0.841
N 2.251 0.345 0.972
C 2.477 -0.505 1.971
C 3.428 -0.244 2.933
C 1.639 -1.783 1.891
O 1.993 -2.740 2.567
O 0.690 -1.712 1.038
C 2.558 2.301 -0.368
O 3.302 3.215 -0.710
O 1.480 1.915 -0.935
H 5.380 2.122 3.642
H 4.494 2.716 1.609
H 3.573 -0.930 3.755
Cl -8.281 -7.550 5.266
C -7.299 -6.394 4.402
C -7.486 -6.217 3.044
C -6.694 -5.284 2.391
C -5.721 -4.535 3.045
C -4.901 -3.549 2.234
C -3.476 -3.985 1.972
N -2.943 -3.120 0.951
C -3.201 -3.204 -0.405
C -2.630 -2.095 -0.953
N -2.040 -1.345 0.036
C -2.245 -1.986 1.161
O -4.816 -2.276 2.813
C -5.849 -1.372 2.464
C -5.683 -0.920 1.046
C -4.755 0.004 0.659
Cl -3.692 0.858 1.680
S -4.726 0.250 -1.034
C -5.995 -0.873 -1.262
C -6.402 -1.417 -0.084
C -5.558 -4.753 4.411
Cl -4.361 -3.909 5.323
C -6.344 -5.671 5.092
H -8.238 -6.786 2.515
H -6.836 -5.124 1.328
H -5.379 -3.484 1.250
H -3.472 -5.017 1.615
H -2.869 -3.917 2.872
H -3.742 -4.030 -0.836
H -2.584 -1.792 -1.986
H -1.903 -1.689 2.142
H -5.735 -0.536 3.151
H -6.841 -1.816 2.616
H -6.363 -1.077 -2.255
H -7.193 -2.153 -0.004
H -6.199 -5.820 6.153
O -1.181 2.774 0.000
C -0.387 3.347 0.792
O 0.424 2.751 1.536
C -0.381 4.853 0.819
C 0.585 5.537 0.088
C 0.626 6.923 0.127
C -0.290 7.633 0.896
C -1.254 6.947 1.623
C -1.300 5.560 1.582
H 1.306 4.978 -0.500
H 1.379 7.451 -0.446
H -0.249 8.715 0.932
H -1.973 7.493 2.223
H -2.051 5.020 2.147
O 0.400 -0.007 4.710
Cl -0.962 -0.175 4.270
O -1.311 -1.584 4.249
O -1.864 0.541 5.139
O -1.098 0.351 2.912
N -0.385 1.941 -6.170
C -0.706 1.479 -5.155
N -1.187 0.945 -4.068
C -0.681 0.528 -2.991
N -0.328 0.031 -1.988
*
```

# 2
This record from the OMol25 dataset describes H13O10P as an isolated structure at a distorted geometry. The level of theory is ωB97M-V/def2-TZVPD.

Energy above the lowest of the compared OMol25 structures with the same formula, charge and spin = 0.282 eV
Frontier orbital gap = 0.076 Ha
Electronic energy = -29974.6907 eV
HOMO level = 1.96 eV

```
! wB97M-V def2-TZVPD RIJCOSX def2/J DEFGRID3
* xyz -2 1
O 1.593 18.380 -18.716
H 0.762 17.764 -18.360
H 1.807 19.162 -18.176
H 1.466 18.638 -19.647
P -1.537 17.293 -16.783
O -0.887 16.982 -15.397
O -2.225 18.690 -16.790
O -2.569 16.184 -17.046
O -0.355 17.333 -17.831
O 1.258 15.551 -16.750
H 1.386 15.441 -15.804
H 0.668 16.369 -16.801
O 0.569 19.281 -21.078
H -0.114 18.839 -21.595
H 0.530 20.204 -21.340
O 1.809 21.007 -18.146
H 2.242 21.197 -17.305
H 2.047 21.742 -18.718
O -1.880 16.001 -20.044
H -1.292 16.578 -19.521
H -2.587 15.803 -19.409
O 4.115 19.005 -16.568
H 3.575 18.885 -15.777
H 5.015 19.096 -16.244
*
```

# 3
This record from the OMol25 dataset describes one molecule with the formula C4H5N3 at a distorted geometry. The level of theory is ωB97M-V/def2-TZVPD.

Energy above the lowest of the compared OMol25 structures with the same formula, charge and spin = 2.768 eV
Frontier orbital gap = 0.366 Ha
SMILES = Cc1ccnnn1
Electronic energy = -8697.0442 eV
HOMO level = -9.78 eV

```
! wB97M-V def2-TZVPD RIJCOSX def2/J DEFGRID3
* xyz 0 1
C 1.790 -0.306 -0.015
C 0.323 -0.306 -0.067
C -0.386 0.852 -0.045
C -1.806 0.729 0.017
N -2.376 -0.480 -0.068
N -1.584 -1.562 -0.039
N -0.279 -1.507 0.074
H 2.223 0.388 -0.789
H 2.211 0.020 0.962
H 2.210 -1.364 -0.234
H 0.095 1.859 -0.011
H -2.422 1.676 0.215
*
```

# 4
This record from the OMol25 dataset describes a 2-piece molecular cluster, C4H12 overall at a distorted geometry. The level of theory is ωB97M-V/def2-TZVPD.

Energy above the lowest of the compared OMol25 structures with the same formula, charge and spin = 0.589 eV
Frontier orbital gap = 0.465 Ha
SMILES = CC.CC
Electronic energy = -4341.9388 eV
HOMO level = -11.56 eV

```
! wB97M-V def2-TZVPD RIJCOSX def2/J DEFGRID3
* xyz 0 1
C -2.608 -0.541 -1.111
C -1.330 -1.106 -1.758
H -3.529 -0.909 -1.543
H -2.735 -1.023 -0.128
H -2.529 0.533 -0.985
H -1.604 -1.721 -2.602
H -0.680 -1.615 -1.083
H -0.784 -0.328 -2.301
C 1.923 0.414 0.740
C 1.956 1.231 2.058
H 0.939 -0.019 0.589
H 2.394 1.005 -0.033
H 2.592 -0.425 0.957
H 2.886 1.093 2.618
H 1.106 1.101 2.726
H 2.003 2.310 1.856
*
```

# 5
This record from the OMol25 dataset describes an isolated ion of composition C3H6N2O3P and charge -1 at a distorted geometry. The level of theory is ωB97M-V/def2-TZVPD.

Energy above the lowest of the compared OMol25 structures with the same formula, charge and spin = 3.251 eV
Frontier orbital gap (spin up / spin down) = 0.258 / 0.278 Ha
Electronic energy = -21619.8303 eV
HOMO level (spin up / spin down) = -3.21 / -3.74 eV

```
! wB97M-V def2-TZVPD RIJCOSX def2/J DEFGRID3
* xyz -1 1
C 1.178 0.330 -0.276
C 0.086 -1.566 0.898
C -0.924 0.090 -0.982
N 0.382 -0.078 -1.409
N 1.114 -0.566 0.912
O 0.683 1.484 0.112
O -1.573 2.708 -0.627
O -1.644 1.270 1.378
P -1.056 1.491 0.056
H 2.339 0.282 -0.591
H -0.678 -1.587 1.742
H 0.532 -2.542 0.488
H -1.716 -0.407 -1.606
H 0.534 -1.048 -1.719
H 0.743 0.138 1.621
*
```

# 6
This record from the OMol25 dataset describes a 5-piece molecular cluster, C14H38FINO18P4 overall at a distorted geometry. The level of theory is ωB97M-V/def2-TZVPD.

Frontier orbital gap = 0.160 Ha
Electronic energy = -101451.2798 eV
HOMO level = -4.72 eV

```
! wB97M-V def2-TZVPD RIJCOSX def2/J DEFGRID3
* xyz -1 1
O 4.055 4.455 -6.125
C 3.228 3.627 -6.519
O 3.428 2.417 -6.738
C 1.752 4.059 -6.748
I 1.525 6.203 -6.904
N 0.915 3.497 -5.708
F -0.048 2.626 -6.300
H 1.432 3.634 -7.691
H 0.348 4.218 -5.283
C 7.115 4.989 -3.805
O 7.213 4.728 -2.385
P 5.781 4.622 -1.572
O 5.210 5.902 -2.081
O 6.547 4.755 -0.144
C 7.262 5.953 0.122
O 4.391 4.097 -0.849
C 4.396 2.834 -0.150
H 8.043 4.662 -4.273
H 6.281 4.457 -4.258
H 6.996 6.057 -3.967
H 6.853 6.795 -0.436
H 8.316 5.823 -0.131
H 7.179 6.156 1.189
H 4.967 2.908 0.776
H 4.810 2.046 -0.779
H 3.364 2.584 0.089
C -0.719 -1.770 2.729
O -1.199 -0.812 1.776
P -0.019 0.064 0.954
O 0.676 0.524 2.202
O -1.189 1.085 0.474
C -1.957 1.763 1.463
O 1.051 0.838 -0.054
C 0.847 0.715 -1.488
H -1.502 -2.512 2.884
H 0.180 -2.270 2.378
H -0.518 -1.267 3.674
H -1.400 1.879 2.393
H -2.884 1.221 1.654
H -2.201 2.748 1.068
H -0.031 1.282 -1.793
H 0.734 -0.328 -1.781
H 1.722 1.124 -1.985
C -3.164 -8.197 5.813
O -1.972 -7.476 6.171
P -1.581 -6.179 5.257
O -1.629 -6.685 3.870
O -0.090 -6.127 5.872
C 0.834 -7.150 5.506
O -1.633 -4.563 5.039
C -1.601 -3.743 6.234
H -3.508 -8.732 6.696
H -3.951 -7.530 5.469
H -2.925 -8.914 5.031
H 0.595 -7.577 4.533
H 0.837 -7.935 6.262
H 1.823 -6.699 5.464
H -0.614 -3.786 6.695
H -2.358 -4.078 6.943
H -1.809 -2.715 5.951
C -4.766 1.880 -2.466
O -4.529 0.515 -2.077
P -5.817 -0.481 -1.987
O -6.794 0.259 -1.160
O -4.960 -1.586 -1.184
C -4.586 -1.304 0.163
O -6.757 -1.612 -2.699
C -6.138 -2.547 -3.609
H -3.837 2.278 -2.868
H -5.544 1.955 -3.222
H -5.052 2.456 -1.589
H -5.278 -0.612 0.644
H -3.578 -0.892 0.187
H -4.587 -2.240 0.718
H -5.512 -3.250 -3.060
H -5.541 -2.030 -4.360
H -6.931 -3.095 -4.110
*
```

Among the records above, which one has the highest electronic energy?
C4H12

Which of these has the lowest electronic energy?
C32H21BiCl4N6O12S

What is the formula in the first record?
C32H21BiCl4N6O12S

Repeat the second record exactly.
This record from the OMol25 dataset describes H13O10P as an isolated structure at a distorted geometry. The level of theory is ωB97M-V/def2-TZVPD.

Energy above the lowest of the compared OMol25 structures with the same formula, charge and spin = 0.282 eV
Frontier orbital gap = 0.076 Ha
Electronic energy = -29974.6907 eV
HOMO level = 1.96 eV

```
! wB97M-V def2-TZVPD RIJCOSX def2/J DEFGRID3
* xyz -2 1
O 1.593 18.380 -18.716
H 0.762 17.764 -18.360
H 1.807 19.162 -18.176
H 1.466 18.638 -19.647
P -1.537 17.293 -16.783
O -0.887 16.982 -15.397
O -2.225 18.690 -16.790
O -2.569 16.184 -17.046
O -0.355 17.333 -17.831
O 1.258 15.551 -16.750
H 1.386 15.441 -15.804
H 0.668 16.369 -16.801
O 0.569 19.281 -21.078
H -0.114 18.839 -21.595
H 0.530 20.204 -21.340
O 1.809 21.007 -18.146
H 2.242 21.197 -17.305
H 2.047 21.742 -18.718
O -1.880 16.001 -20.044
H -1.292 16.578 -19.521
H -2.587 15.803 -19.409
O 4.115 19.005 -16.568
H 3.575 18.885 -15.777
H 5.015 19.096 -16.244
*
```